C34H35LuN5PSSi as an isolated structure in a non-equilibrium geometry. Source: OMol25; level of theory: ωB97M-V/def2-TZVPD.

Cartesian coordinates (Å):
Lu1 -0.03 1.39 -0.92
C1 -2.03 -4.67 4.20
C2 -2.28 -3.33 4.36
C3 -1.76 -2.47 3.42
C4 -0.85 -2.91 2.44
C5 -0.49 -4.23 2.37
C6 -1.10 -5.09 3.26
P1 -0.22 -1.62 1.25
C7 1.19 -2.47 0.59
C8 2.34 -2.37 1.33
C9 3.47 -3.03 0.96
C10 3.42 -3.79 -0.21
C11 2.33 -3.78 -1.04
C12 1.17 -3.17 -0.59
C13 -1.39 -1.69 -0.08
C14 -2.39 -2.66 -0.29
C15 -3.16 -2.63 -1.47
C16 -2.87 -1.70 -2.49
C17 -1.90 -0.78 -2.23
C18 -1.12 -0.71 -1.09
H1 -2.43 -5.46 4.83
H2 -2.99 -3.00 5.14
H3 -1.96 -1.40 3.39
H4 0.23 -4.59 1.65
H5 -0.84 -6.19 3.11
H6 2.35 -1.79 2.24
H7 4.34 -3.04 1.65
H8 4.20 -4.51 -0.41
H9 2.41 -4.48 -1.88
H10 0.24 -3.19 -1.18
H11 -2.55 -3.48 0.37
H12 -3.98 -3.39 -1.51
H13 -3.46 -1.57 -3.38
H14 -1.77 0.11 -2.96
C19 0.75 2.81 3.06
Si1 1.86 3.43 1.54
C20 1.23 5.08 0.94
C21 3.54 3.67 2.25
C22 1.75 2.17 0.26
H15 1.17 2.95 4.04
H16 0.68 1.72 2.81
H17 -0.37 3.04 3.04
H18 1.02 5.76 1.77
H19 0.33 5.14 0.28
H20 2.01 5.42 0.26
H21 4.33 3.73 1.53
H22 3.73 2.99 3.13
H23 3.56 4.63 2.85
H24 2.25 1.28 0.65
H25 2.48 2.43 -0.53
S1 -1.97 4.66 -4.08
C23 -1.29 3.64 -3.08
N1 -0.88 2.91 -2.27
N2 -6.84 3.76 1.82
C24 -5.79 3.41 1.50
C25 -4.51 2.97 1.12
C26 -3.38 3.87 1.04
C27 -2.18 3.33 0.71
N3 -1.95 2.05 0.51
C28 -3.04 1.24 0.60
C29 -4.32 1.66 0.90
H26 -3.48 4.95 1.16
H27 -1.32 3.92 0.71
H28 -2.84 0.21 0.48
H29 -5.07 0.86 1.07
N4 3.28 -0.94 -6.00
C30 2.81 -0.42 -4.79
C31 2.83 -1.15 -3.54
C32 2.16 -0.55 -2.51
N5 1.55 0.63 -2.53
C33 1.57 1.32 -3.68
C34 2.23 0.88 -4.77
H30 3.74 -1.83 -5.87
H31 3.66 -0.41 -6.78
H32 3.12 -2.16 -3.54
H33 1.98 -1.12 -1.61
H34 1.04 2.23 -3.70
H35 2.43 1.54 -5.64

**LUMO level**: -0.811 eV
**Multiplicity**: 1
**Gap between HOMO and LUMO**: 7.30 eV
**Energy above the lowest of the compared OMol25 structures with the same formula, charge and spin**: 0.000 eV


C20H21MnN2O6S as an isolated structure. Source: OMol25; level of theory: ωB97M-V/def2-TZVPD.

Cartesian coordinates (Å):
Mn1 0.39 -0.44 -0.07
C1 4.61 -0.62 0.65
O1 4.76 -1.95 0.16
C2 3.93 -2.46 -0.79
C3 4.44 -3.50 -1.53
C4 3.70 -4.15 -2.51
C5 2.42 -3.74 -2.77
C6 1.87 -2.69 -2.02
C7 0.52 -2.28 -2.34
N1 -0.12 -1.34 -1.75
N2 -1.41 -1.06 -2.22
C8 -1.95 -0.21 -1.40
O2 -1.33 0.27 -0.34
C9 -3.31 0.30 -1.67
C10 -3.88 1.23 -0.81
C11 -5.16 1.72 -1.05
C12 -5.87 1.28 -2.16
C13 -5.30 0.35 -3.03
C14 -4.03 -0.14 -2.78
C15 2.60 -2.04 -1.02
O3 2.08 -1.07 -0.28
H1 5.54 -0.41 1.17
H2 3.77 -0.52 1.33
H3 4.49 0.09 -0.17
H4 5.46 -3.81 -1.31
H5 4.14 -4.97 -3.07
H6 1.82 -4.22 -3.53
H7 0.00 -2.78 -3.15
H8 -3.32 1.55 0.06
H9 -5.60 2.44 -0.38
H10 -6.86 1.66 -2.35
H11 -5.85 0.00 -3.89
H12 -3.58 -0.87 -3.45
O4 0.86 1.40 0.83
S1 -0.18 1.73 1.92
C16 -0.50 3.48 1.75
C17 -0.71 3.95 3.19
C18 0.48 3.37 3.98
C19 0.74 1.95 3.46
H13 -1.36 3.62 1.09
H14 0.39 3.92 1.30
H15 -1.65 3.56 3.58
H16 -0.76 5.03 3.25
H17 0.28 3.37 5.05
H18 1.36 3.99 3.81
H19 0.41 1.16 4.13
H20 1.78 1.75 3.20
O5 -0.37 -2.35 0.85
C20 -0.03 -2.00 2.00
O6 0.48 -0.87 2.23
H21 -0.18 -2.69 2.84

**⟨S²⟩**: 6.044
**LUMO level (alpha / beta)**: -0.283 / -0.240 eV
**Multiplicity**: 5
**Gap between HOMO and LUMO (alpha / beta)**: 7.52 / 7.71 eV
**Energy above the lowest of the compared OMol25 structures with the same formula, charge and spin**: 0.310 eV


Copy entry 1 word for word.
C34H35LuN5PSSi as an isolated structure in a non-equilibrium geometry. Source: OMol25; level of theory: ωB97M-V/def2-TZVPD.

Cartesian coordinates (Å):
Lu1 -0.03 1.39 -0.92
C1 -2.03 -4.67 4.20
C2 -2.28 -3.33 4.36
C3 -1.76 -2.47 3.42
C4 -0.85 -2.91 2.44
C5 -0.49 -4.23 2.37
C6 -1.10 -5.09 3.26
P1 -0.22 -1.62 1.25
C7 1.19 -2.47 0.59
C8 2.34 -2.37 1.33
C9 3.47 -3.03 0.96
C10 3.42 -3.79 -0.21
C11 2.33 -3.78 -1.04
C12 1.17 -3.17 -0.59
C13 -1.39 -1.69 -0.08
C14 -2.39 -2.66 -0.29
C15 -3.16 -2.63 -1.47
C16 -2.87 -1.70 -2.49
C17 -1.90 -0.78 -2.23
C18 -1.12 -0.71 -1.09
H1 -2.43 -5.46 4.83
H2 -2.99 -3.00 5.14
H3 -1.96 -1.40 3.39
H4 0.23 -4.59 1.65
H5 -0.84 -6.19 3.11
H6 2.35 -1.79 2.24
H7 4.34 -3.04 1.65
H8 4.20 -4.51 -0.41
H9 2.41 -4.48 -1.88
H10 0.24 -3.19 -1.18
H11 -2.55 -3.48 0.37
H12 -3.98 -3.39 -1.51
H13 -3.46 -1.57 -3.38
H14 -1.77 0.11 -2.96
C19 0.75 2.81 3.06
Si1 1.86 3.43 1.54
C20 1.23 5.08 0.94
C21 3.54 3.67 2.25
C22 1.75 2.17 0.26
H15 1.17 2.95 4.04
H16 0.68 1.72 2.81
H17 -0.37 3.04 3.04
H18 1.02 5.76 1.77
H19 0.33 5.14 0.28
H20 2.01 5.42 0.26
H21 4.33 3.73 1.53
H22 3.73 2.99 3.13
H23 3.56 4.63 2.85
H24 2.25 1.28 0.65
H25 2.48 2.43 -0.53
S1 -1.97 4.66 -4.08
C23 -1.29 3.64 -3.08
N1 -0.88 2.91 -2.27
N2 -6.84 3.76 1.82
C24 -5.79 3.41 1.50
C25 -4.51 2.97 1.12
C26 -3.38 3.87 1.04
C27 -2.18 3.33 0.71
N3 -1.95 2.05 0.51
C28 -3.04 1.24 0.60
C29 -4.32 1.66 0.90
H26 -3.48 4.95 1.16
H27 -1.32 3.92 0.71
H28 -2.84 0.21 0.48
H29 -5.07 0.86 1.07
N4 3.28 -0.94 -6.00
C30 2.81 -0.42 -4.79
C31 2.83 -1.15 -3.54
C32 2.16 -0.55 -2.51
N5 1.55 0.63 -2.53
C33 1.57 1.32 -3.68
C34 2.23 0.88 -4.77
H30 3.74 -1.83 -5.87
H31 3.66 -0.41 -6.78
H32 3.12 -2.16 -3.54
H33 1.98 -1.12 -1.61
H34 1.04 2.23 -3.70
H35 2.43 1.54 -5.64

**LUMO level**: -0.811 eV
**Multiplicity**: 1
**Gap between HOMO and LUMO**: 7.30 eV
**Energy above the lowest of the compared OMol25 structures with the same formula, charge and spin**: 0.000 eV